Entry 1:
The following is a DFT calculation (ωB97M-V/def2-TZVPD) of a structure of composition C18H11AsBrCl5NO6OsS.

Each line ends with the Mulliken charge.
CARTESIAN COORDINATES (ANGSTROEM)
Os: 0.414779 0.038686 -0.173591  1.536
Cl: 0.815557 3.081029 0.230279  -0.068
C: -0.152396 2.418453 1.511453  1.216
C: -0.277720 1.035477 1.519502  -1.870
C: -0.920933 0.446009 2.600007  0.715
Cl: -0.932225 -1.274049 2.695035  -0.120
C: -1.503304 1.218183 3.602233  0.039
Cl: -2.309526 0.467795 4.906897  -0.161
C: -1.410051 2.612240 3.532120  0.497
Cl: -2.125062 3.574876 4.747116  -0.144
C: -0.708398 3.227227 2.487523  -0.102
Cl: -0.529191 4.924316 2.420758  -0.162
O: -0.029864 -2.382991 -2.791626  -0.545
As: 0.908595 -1.008388 -3.394315  0.392
O: -0.489318 0.074096 -3.717442  -0.417
O: 1.334897 -0.238476 -1.843223  -0.524
C: -1.785176 -0.341793 -3.825125  0.525
C: -2.266234 -0.696719 -5.081893  -0.473
C: -3.583755 -1.080547 -5.253975  -0.518
C: -4.457157 -1.106039 -4.172017  -0.662
C: -3.998665 -0.736066 -2.924677  -0.772
C: -2.669157 -0.363102 -2.743288  0.208
S: -2.222479 0.086199 -1.100275  1.692
O: -3.361912 0.654142 -0.470424  -0.604
O: -1.595829 -1.069152 -0.398794  -0.640
O: -1.034456 1.031926 -1.215259  -0.641
H: 0.045859 -3.152104 -3.370580  0.293
H: -1.583424 -0.645316 -5.920095  0.483
H: -3.932469 -1.350985 -6.241908  0.406
H: -5.490070 -1.396042 -4.301116  0.418
H: -4.670093 -0.718007 -2.076517  0.482
C: 4.542515 0.990223 3.390358  -1.431
C: 3.850535 -0.015750 2.517320  0.548
C: 4.314133 -1.321919 2.367631  -0.332
C: 3.626293 -2.235042 1.585018  -0.640
C: 2.486876 -1.803064 0.947531  0.370
Br: 1.331711 -2.928092 -0.005701  -0.044
N: 2.047167 -0.541708 1.039471  -0.273
C: 2.705320 0.331305 1.825196  -0.044
H: 5.519926 0.630091 3.703281  0.394
H: 3.952478 1.187453 4.286808  0.313
H: 4.676719 1.936060 2.866030  0.378
H: 5.214641 -1.632381 2.882821  0.415
H: 3.946843 -3.261066 1.482450  0.466
H: 2.304020 1.333015 1.875001  0.401

Forces on the atoms, in the same order (eV/Å):
-0.4 0.2 0.5
0.0 0.1 -0.1
0.0 -0.1 0.0
0.1 0.1 -0.1
0.1 0.0 0.0
0.0 -0.1 0.0
0.1 0.0 -0.1
0.0 0.0 0.1
0.0 0.0 0.0
0.0 0.0 0.0
0.0 -0.1 0.0
0.0 0.1 0.0
-0.1 -0.1 0.1
0.2 0.4 -0.2
-0.1 -0.1 0.0
0.1 -0.4 0.0
0.0 -0.1 -0.1
0.1 0.0 0.1
0.0 0.0 0.1
0.1 0.0 -0.1
-0.1 0.0 0.1
0.2 0.1 0.1
-0.6 0.0 -0.5
0.1 0.0 0.1
0.3 -0.1 -0.1
0.1 0.2 0.1
0.0 0.0 0.0
0.0 0.0 0.0
0.0 0.0 0.0
0.0 0.0 0.0
0.0 0.0 0.0
0.0 0.0 0.0
0.0 0.0 0.0
0.0 0.0 0.0
0.0 0.0 0.0
-0.3 0.0 0.1
0.1 -0.1 0.0
0.1 0.1 -0.2
0.2 -0.1 -0.1
0.0 0.0 0.0
0.0 0.0 0.0
0.0 0.0 0.0
0.0 0.0 0.0
0.0 0.0 0.0
0.0 0.0 0.0

Values from the calculation:
- ΔE to the lowest compared entry with this formula, charge and spin: 0.0000 eV
- Multiplicity: 5
- E_tot: -239408.021 eV
- HOMO energy (spin up / spin down): -0.436 / -0.434 Ha
- Orbital gap (spin up / spin down): 8.3 / 6.4 eV
- Total charge: +1

=====

Entry 2:
The following is a DFT calculation (ωB97M-V/def2-TZVPD) of a cluster of 2 separate species, C2H4N2S in total.

Each line ends with the Mulliken charge.
CARTESIAN COORDINATES (ANGSTROEM)
C: 0.966203 -0.588536 1.533569  -0.096
C: -0.504145 0.466345 -0.255187  -0.115
N: 1.245861 -1.415791 2.277183  -0.457
N: 0.349949 0.836532 -1.184863  -0.274
S: -1.387838 -0.893736 -0.628010  -0.144
H: 0.073898 0.397423 0.880096  0.423
H: 0.839955 1.683932 -0.884432  0.282
H: 0.658428 0.293070 -2.042758  0.224
H: -2.242310 -0.779240 0.304401  0.156

Forces on the atoms, in the same order (eV/Å):
-0.9 1.6 -0.4
1.0 -0.2 -0.8
0.5 -0.9 0.6
0.6 0.6 -0.5
0.0 -1.3 -2.2
0.5 -0.3 0.8
0.4 -0.7 -0.8
-0.8 1.2 1.4
-1.3 0.1 1.8

Values from the calculation:
- ΔE to the lowest compared entry with this formula, charge and spin: 3.3682 eV
- E_tot: -15950.515 eV
- HOMO energy: -0.357 Ha
- Orbital gap: 9.1 eV
- Total charge: 0

=====

Entry 3:
The following is a DFT calculation (ωB97M-V/def2-TZVPD) of the molecule C4H9NS.

Each line ends with the Mulliken charge.
CARTESIAN COORDINATES (ANGSTROEM)
C: -0.013479 -0.336697 -2.260228  -0.964
C: 0.090313 -0.926897 -0.765540  -0.651
N: 0.679780 -0.298215 0.147658  0.162
C: 2.143941 -0.599974 0.338425  -0.895
C: 0.101408 0.841578 0.776919  -0.191
S: -1.642684 0.781256 1.051648  -0.289
H: -0.266505 0.895162 -2.337877  0.197
H: 1.054389 -0.216534 -2.285493  0.307
H: -0.641412 -0.824182 -3.107575  0.313
H: -1.004162 -1.299818 -0.354650  0.376
H: 0.534755 -1.925159 -1.035442  0.304
H: 2.663275 0.009852 -0.401489  0.342
H: 1.950930 -1.865932 0.363778  0.299
H: 2.516287 -0.528241 1.459780  0.338
H: 0.783835 1.474184 1.301539  0.351

Forces on the atoms, in the same order (eV/Å):
-0.9 3.9 0.7
-8.8 -7.6 -7.0
5.1 7.8 7.1
-2.1 -3.3 2.8
-3.4 -4.2 -0.1
3.4 1.1 -0.7
0.0 -3.3 0.7
0.7 -0.4 -2.0
1.7 0.3 1.8
2.2 1.0 -1.1
0.0 0.9 0.8
0.8 -1.0 0.1
1.9 3.5 -1.0
-0.9 0.8 -2.4
0.3 0.4 0.2

Values from the calculation:
- ΔE to the lowest compared entry with this formula, charge and spin: 4.6150 eV
- SMILES: CCN(C)C=S
- E_tot: -16614.839 eV
- HOMO energy: -0.302 Ha
- Orbital gap: 8.2 eV
- Total charge: 0

=====

Entry 4:
The following is a DFT calculation (ωB97M-V/def2-TZVPD) of the molecule C5H10O2.

Each line ends with the Mulliken charge.
CARTESIAN COORDINATES (ANGSTROEM)
O: -0.839449 0.659719 2.029228  -0.516
C: -0.102775 1.385806 1.062625  -0.711
C: 0.403832 0.436269 -0.030610  0.315
C: 0.421734 -1.056266 0.318029  -0.725
C: 0.412933 -1.703711 -1.066412  -0.422
O: -0.267828 -0.804808 -1.936679  -0.401
C: -0.477423 0.432693 -1.283006  -0.712
H: -1.155520 1.285358 2.691400  0.294
H: -0.740224 2.155670 0.595351  0.350
H: 0.742840 1.910828 1.530384  0.365
H: 1.417755 0.743023 -0.318548  0.318
H: 1.287857 -1.354146 0.916315  0.366
H: -0.481847 -1.311529 0.877593  0.305
H: -0.106743 -2.668703 -1.080275  0.269
H: 1.433572 -1.862881 -1.443731  0.263
H: -1.537274 0.540687 -1.001506  0.343
H: -0.222428 1.247632 -1.972470  0.301

Forces on the atoms, in the same order (eV/Å):
-0.2 0.1 0.2
0.2 0.2 -0.3
0.0 0.0 0.0
0.0 0.0 0.0
0.2 -0.2 0.1
0.0 0.0 -0.1
-0.1 0.3 0.1
0.0 -0.1 -0.1
0.1 -0.1 0.1
-0.1 -0.2 0.0
-0.1 0.0 0.0
-0.1 0.0 -0.1
0.1 0.0 -0.1
0.1 0.1 0.0
-0.1 0.0 0.1
0.1 -0.1 0.0
-0.1 -0.1 0.1

Values from the calculation:
- ΔE to the lowest compared entry with this formula, charge and spin: 1.6558 eV
- SMILES: OC[C@H]1CCOC1
- E_tot: -9441.387 eV
- HOMO energy: -0.347 Ha
- Orbital gap: 10.2 eV
- Total charge: 0

=====

Entry 5:
The following is a DFT calculation (ωB97M-V/def2-TZVPD) of the molecule C4H10N2O.

Each line ends with the Mulliken charge.
CARTESIAN COORDINATES (ANGSTROEM)
C: -1.181306 0.759814 -1.999102  -0.915
N: -0.098330 0.075937 -1.317284  -0.285
C: 0.059340 0.191472 0.102686  0.477
C: -0.761422 -0.833106 0.912482  -1.382
C: 1.524472 0.112892 0.515128  0.098
N: 1.736420 0.179608 1.904967  -0.405
O: 2.395702 -0.144639 -0.280931  -0.544
H: -0.810805 1.697329 -2.424908  0.255
H: -2.019162 1.004559 -1.345525  0.317
H: -1.486376 0.096542 -2.808582  0.323
H: 0.040840 -0.861557 -1.651060  0.246
H: -0.274383 1.199073 0.376170  0.301
H: -1.471775 -1.390997 0.295529  0.372
H: -0.195695 -1.576605 1.482156  0.391
H: -1.418111 -0.410005 1.683562  0.301
H: 2.651520 0.498082 2.174672  0.256
H: 1.309071 -0.598399 2.380041  0.194

Forces on the atoms, in the same order (eV/Å):
0.6 -0.1 0.1
0.4 -0.1 0.0
-0.4 0.3 0.0
-1.0 -0.4 1.0
0.2 -1.4 -0.3
-0.5 0.8 -0.6
0.1 0.8 0.2
-0.2 0.0 -0.1
-0.3 -0.2 0.0
-0.4 0.3 0.0
0.1 -0.1 0.0
0.0 -0.1 0.1
0.4 0.1 -0.3
0.3 -0.1 -0.4
0.3 0.4 -0.1
0.2 -0.7 0.1
0.2 0.3 0.5

Values from the calculation:
- ΔE to the lowest compared entry with this formula, charge and spin: 1.6402 eV
- SMILES: CN[C@@H](C)C(N)=O
- E_tot: -9337.347 eV
- HOMO energy: -0.312 Ha
- Orbital gap: 9.4 eV
- Total charge: 0

=====

- What is the total charge in the fifth record?
  0

=====

- Number 3 is which compound?
  C4H9NS